1.
Computed, not measured: a molecular structure, C2H5NOS in a non-equilibrium geometry, with the ωB97M-V functional and the def2-TZVPD basis.

```
10
Properties=species:S:1:pos:R:3:forces:R:3:lowdin_charge:R:1
C -2.017433 0.246276 -0.043460 -0.6 2.7 -0.8 -0.412
C 1.153377 0.319348 -0.148271 1.1 3.8 -0.2 -0.936
H -2.619120 0.690378 -1.208787 2.4 -1.6 3.7 0.109
H -2.873013 -0.568215 0.448854 3.0 2.6 -1.0 0.070
H -1.620130 1.451426 0.645230 -1.8 -4.1 -2.0 0.143
H 3.298596 -0.589040 0.716701 -4.1 -0.2 -3.4 0.284
H 1.536939 -1.716711 0.246812 2.6 3.7 -2.0 0.101
N 2.117530 -0.742464 -0.275193 2.3 -2.0 5.3 -0.120
O 1.273055 1.575957 -0.174903 0.0 -4.7 0.3 -0.042
S -0.249799 -0.666958 -0.206980 -4.8 -0.3 0.1 0.801
```
Forces are in eV/Å.

Its HOMO energy is -9.595 eV. The calculation puts the maximum force at 6.1 eV/A. The energy above the lowest of the compared OMol25 structures with the same formula, charge and spin is 164.5 kcal/mol. For the lowest unoccupied orbital energy, the calculation gives -0.67 eV. As for the HOMO-LUMO gap: 8.9 eV.



2.
Computed, not measured: 2 unconnected molecules or ions with the total composition C3H12N2O in a non-equilibrium geometry, with the ωB97M-V functional and the def2-TZVPD basis.

```
18
Properties=species:S:1:pos:R:3:forces:R:3:lowdin_charge:R:1
N -0.365330 -1.605695 -2.667598 0.0 0.1 0.3 -0.041
C -0.912728 -1.579751 -1.286458 1.7 -0.6 0.4 -0.337
C 0.057785 -0.969893 -0.219455 -0.5 -1.7 -0.8 -0.403
C 0.409367 0.465929 -0.487243 0.7 1.0 1.8 -0.401
N 1.099835 1.097994 0.679634 0.1 -0.4 0.1 -0.053
H 0.355879 -2.316224 -2.689860 0.0 -0.3 0.0 0.024
H 0.196093 -0.773201 -2.760709 -0.1 0.5 -0.3 0.019
H -1.918604 -1.174967 -1.323438 0.0 0.1 0.4 0.087
H -0.896875 -2.612365 -0.926188 -0.8 -0.2 -0.3 0.074
H 0.916234 -1.666487 -0.161584 0.4 0.6 -0.8 0.034
H -0.320136 -1.318806 0.751015 -0.5 1.4 0.2 0.048
H 1.087810 0.600845 -1.329605 -0.4 -0.4 -0.5 0.070
H -0.507825 1.040931 -0.619082 0.0 -0.1 -0.4 0.097
H 1.770842 1.806813 0.380654 -0.3 0.0 -0.1 0.028
H 1.682227 0.392452 1.125617 -0.1 -0.1 0.1 -0.013
H -1.349282 1.987888 3.448164 0.1 0.4 0.0 -0.014
H 0.007067 1.443582 3.188171 0.0 0.9 -0.2 -0.012
O -0.430681 2.304044 3.402851 -0.2 -1.2 0.1 -0.206
```
Forces are in eV/Å.

Its HOMO energy (spin up / spin down) is 1.237 / -5.610 eV. The calculation puts the maximum force at 2.1 eV/A. The energy above the lowest of the compared OMol25 structures with the same formula, charge and spin is 17.8 kcal/mol. As for the expectation value of S²: 0.750. For the lowest unoccupied orbital energy (spin up / spin down), the calculation gives 4.18 / 4.18 eV. As for the net charge: -1. As for the HOMO-LUMO gap (spin up / spin down): 2.9 / 9.8 eV. As for the spin multiplicity: 2.



3.
Computed, not measured: a single C4H12N2 molecule in a non-equilibrium geometry, with the ωB97M-V functional and the def2-TZVPD basis.

```
18
Properties=species:S:1:pos:R:3:forces:R:3:lowdin_charge:R:1
C 1.371253 0.113425 1.999930 1.2 -2.0 -0.1 -0.120
C 1.002074 1.243938 1.053384 -1.3 0.6 0.7 -0.275
N -0.244467 1.059034 0.279684 0.3 -0.3 0.5 -0.084
C -0.489513 -0.290544 -0.241749 0.8 -0.4 -0.6 -0.260
C -0.966368 -0.180946 -1.699087 -1.5 -0.2 1.8 -0.284
N -1.603564 -1.432228 -2.178853 0.6 0.9 -0.3 -0.019
H 0.627068 -0.647904 2.271997 -0.7 0.9 0.0 0.071
H 2.042641 -0.577735 1.477739 0.3 0.2 -0.2 0.059
H 1.935991 0.320088 2.917947 -0.3 0.7 -0.2 0.069
H 0.817410 2.148175 1.640686 0.1 0.0 0.0 0.103
H 1.804498 1.520618 0.386851 0.4 -0.3 -0.3 0.099
H -0.995113 1.281755 0.918625 -0.2 0.1 -0.1 0.098
H 0.439902 -0.894353 -0.199474 -0.3 0.3 0.0 0.111
H -1.226514 -0.850132 0.352598 0.0 0.2 -0.2 0.116
H -0.178383 0.204229 -2.326907 0.3 0.1 -0.2 0.099
H -1.764391 0.576506 -1.593813 0.3 -0.1 -0.6 0.106
H -1.496686 -1.351311 -3.186121 -0.3 -0.7 0.0 0.057
H -1.075836 -2.242615 -1.873438 0.1 0.0 -0.1 0.053
```
Forces are in eV/Å.

Its HOMO energy is -8.962 eV. The calculation puts the maximum force at 2.3 eV/A. The energy above the lowest of the compared OMol25 structures with the same formula, charge and spin is 25.6 kcal/mol. The SMILES is CCNCCN. For the lowest unoccupied orbital energy, the calculation gives 1.06 eV. As for the HOMO-LUMO gap: 10.0 eV.



4.
Computed, not measured: a molecular structure, C34H41IrN7O2S, with the ωB97M-V functional and the def2-TZVPD basis.

```
86
Properties=species:S:1:pos:R:3:forces:R:3:lowdin_charge:R:1
Ir -1.216161 -0.740534 -1.507993 0.0 0.3 0.2 1.362
N -1.107083 0.753664 -0.046147 -0.1 -0.1 -0.1 -0.057
C -1.373338 2.001039 -0.812117 0.1 0.1 0.1 -0.167
C -0.609209 2.021839 -2.150533 0.0 0.0 0.0 -0.121
N -0.041986 0.675281 -2.514030 0.0 -0.2 0.0 -0.273
C 1.384251 0.624845 -2.056048 -0.1 0.1 0.1 -0.168
C 1.787565 -0.811909 -1.910540 -0.1 -0.1 0.0 -0.172
N 0.756116 -1.419358 -1.032645 0.1 0.1 -0.1 -0.079
C -0.114670 0.389845 -3.991060 0.1 0.0 0.0 -0.118
C -0.861025 -0.894938 -4.405622 -0.1 0.0 0.0 -0.152
N -1.147155 -1.842961 -3.283282 -0.1 0.0 -0.1 -0.082
H -1.809333 0.665890 0.685982 0.0 0.0 0.0 0.087
H -0.203581 0.792749 0.440145 0.0 0.0 0.0 0.049
H -1.105099 2.878133 -0.225097 0.0 0.0 0.0 0.122
H -2.446763 2.019209 -0.994969 0.0 0.0 0.0 0.114
H 0.212119 2.734245 -2.108614 0.0 0.1 0.0 0.125
H -1.286723 2.329011 -2.943067 0.0 0.0 0.0 0.123
H 1.439071 1.122052 -1.087500 0.0 0.0 -0.1 0.077
H 2.012056 1.185377 -2.750586 0.0 0.0 0.0 0.149
H 2.788239 -0.907645 -1.488908 0.0 0.0 0.0 0.131
H 1.778929 -1.335384 -2.868971 0.0 0.0 0.0 0.119
H 0.897863 -1.166151 -0.042906 0.0 0.0 0.0 0.052
H 0.826426 -2.432702 -1.051368 0.0 0.0 0.0 0.106
H 0.904110 0.358570 -4.375283 0.0 0.0 0.0 0.124
H -0.600020 1.234221 -4.473019 0.0 0.0 0.0 0.125
H -0.284530 -1.407660 -5.174780 0.0 0.0 0.0 0.129
H -1.821880 -0.634454 -4.845668 0.0 0.0 0.1 0.110
H -0.465260 -2.596679 -3.275945 0.0 0.0 0.0 0.108
H -2.047336 -2.282371 -3.478183 0.0 -0.1 0.0 0.087
C 7.888524 3.055873 1.572138 0.0 0.0 0.0 -0.032
C 6.395891 2.900165 1.576738 0.0 0.0 0.0 -0.245
C 5.597286 3.690192 2.399284 0.0 0.0 0.0 -0.008
C 4.216371 3.567729 2.391739 0.0 0.0 0.0 -0.044
C 3.630555 2.641765 1.541476 0.0 0.0 0.0 -0.311
C 4.402647 1.844585 0.704588 0.0 0.0 0.0 -0.054
C 5.777649 1.972886 0.733723 0.0 0.0 0.0 -0.020
S 1.882131 2.515521 1.509518 0.0 0.0 0.0 0.649
O 1.319113 3.272618 2.586786 0.0 0.0 0.0 -0.263
O 1.422276 2.768207 0.163440 0.0 0.0 0.0 -0.318
N 1.512622 0.900383 1.708724 0.0 0.0 0.0 -0.022
C 1.742761 0.275967 2.845213 0.0 -0.1 0.0 -0.227
C 2.434431 0.810062 3.973725 0.0 0.0 0.0 0.041
C 2.671960 0.050379 5.103364 0.0 0.0 0.0 -0.021
C 2.221749 -1.253401 5.190421 0.0 0.0 0.0 0.039
C 1.480449 -1.838197 4.123831 0.0 0.0 0.0 -0.138
C 0.950236 -3.137659 4.212314 0.0 0.0 0.0 0.024
C 0.201277 -3.626930 3.174645 0.0 0.0 0.0 -0.019
C 0.006049 -2.807474 2.057470 0.0 0.0 0.1 -0.124
N 0.505623 -1.590013 1.935789 0.1 -0.1 -0.1 0.094
C 1.234056 -1.100182 2.954204 -0.1 0.1 0.0 -0.141
H 8.244724 3.494285 2.502278 0.0 0.0 0.0 0.085
H 8.195118 3.713945 0.756692 0.0 0.0 0.0 0.097
H 8.386002 2.098008 1.426028 0.0 0.0 0.0 0.086
H 6.061585 4.414094 3.056752 0.0 0.0 0.0 0.126
H 3.598013 4.181624 3.033343 0.0 0.0 0.0 0.123
H 3.932718 1.128476 0.040669 0.0 0.0 0.0 0.101
H 6.388492 1.349994 0.092094 0.0 0.0 0.0 0.122
H 2.776964 1.833035 3.946167 0.0 0.0 0.0 0.102
H 3.211331 0.489701 5.931063 0.0 0.0 0.0 0.127
H 2.408781 -1.841545 6.079614 0.0 0.0 0.0 0.132
H 1.129369 -3.729507 5.101257 0.0 0.0 0.0 0.133
H -0.236859 -4.614185 3.207636 0.0 0.0 0.0 0.119
H -0.597112 -3.163802 1.228095 0.0 0.0 0.0 0.103
C -5.469435 -2.885686 -4.176053 0.0 0.0 0.0 -0.060
C -5.028832 -1.584369 -4.370595 0.0 0.0 0.0 -0.059
C -4.252573 -0.959640 -3.401685 0.1 0.0 0.0 -0.071
C -3.916715 -1.640219 -2.236923 0.1 -0.1 -0.1 -0.352
C -4.361689 -2.941774 -2.037617 0.0 0.0 0.0 -0.019
C -5.134959 -3.561723 -3.009309 0.0 0.0 0.0 -0.052
N -3.081099 -1.009657 -1.245545 0.2 -0.1 -0.1 -0.179
C -3.820055 -0.548299 -0.106266 -0.1 0.0 0.2 -0.320
C -3.415165 -0.930448 1.171361 0.0 -0.1 -0.1 -0.069
C -4.118196 -0.493100 2.284817 0.0 0.0 0.0 -0.060
C -5.229702 0.323167 2.129377 0.0 0.0 0.0 -0.059
C -5.640557 0.691352 0.856382 0.0 0.0 -0.1 -0.049
C -4.947513 0.253140 -0.262674 0.0 0.0 0.0 -0.012
H -6.076022 -3.370833 -4.928226 0.0 0.0 0.0 0.116
H -5.297954 -1.049965 -5.272060 0.0 0.0 0.0 0.115
H -3.912490 0.061694 -3.533992 0.0 0.0 0.0 0.113
H -4.100726 -3.457797 -1.121683 0.0 0.0 0.0 0.122
H -5.479240 -4.575376 -2.854558 0.0 0.0 0.0 0.116
H -2.565338 -1.598236 1.277325 0.0 0.1 0.0 0.087
H -3.806719 -0.804820 3.273052 0.0 0.0 0.0 0.113
H -5.781478 0.659106 2.996419 0.0 0.0 0.0 0.115
H -6.514716 1.315725 0.728774 0.0 0.0 0.0 0.117
H -5.287201 0.527934 -1.252386 0.0 0.0 0.0 0.117
```
Forces are in eV/Å.

Its HOMO energy (spin up / spin down) is -13.329 / -13.556 eV. The calculation puts the maximum force at 0.4 eV/A. The energy above the lowest of the compared OMol25 structures with the same formula, charge and spin is 0.0 kcal/mol. As for the expectation value of S²: 0.792. For the lowest unoccupied orbital energy (spin up / spin down), the calculation gives -5.34 / -7.16 eV. As for the net charge: +2. As for the HOMO-LUMO gap (spin up / spin down): 8.0 / 6.4 eV. As for the spin multiplicity: 2.



5.
Computed, not measured: a molecular structure, C25H63BrInN10O8, with the ωB97M-V functional and the def2-TZVPD basis.

```
108
Properties=species:S:1:pos:R:3:forces:R:3:lowdin_charge:R:1
C 3.478710 -0.142674 -1.262994 0.5 0.0 0.1 -0.224
C 5.022689 -0.170365 -1.082435 -0.4 0.2 -0.6 -0.331
In 6.037310 0.216072 -3.017301 0.6 -0.1 0.6 0.520
O 7.559749 1.621925 -2.726532 -0.1 -0.1 0.2 -0.447
Br 4.380656 1.379466 -4.736896 0.0 -0.1 0.1 -0.113
C 7.001649 -1.516204 -4.035094 -0.9 0.1 0.0 -0.202
C 6.345308 -2.907884 -3.857863 0.3 0.5 -0.3 -0.767
N 5.797597 -3.302025 -5.171803 -0.2 -0.3 0.2 0.048
N 7.317994 -3.944864 -3.492524 0.0 -0.1 0.0 0.043
N 5.362273 -2.934849 -2.777816 -0.1 -0.4 0.0 0.063
H 3.016798 -1.081012 -0.963737 0.0 0.2 0.1 0.019
H 3.195596 0.042415 -2.296148 -0.2 0.1 -0.1 -0.004
H 3.073336 0.677564 -0.677356 -0.3 0.0 0.1 0.054
H 5.315790 0.548956 -0.321297 0.2 0.2 0.0 0.009
H 5.341256 -1.148726 -0.742081 0.2 -0.2 0.0 -0.002
H 7.542834 1.921198 -1.806953 -0.1 -0.1 -0.3 -0.072
H 8.036482 -1.554880 -3.709205 0.1 0.1 0.2 0.026
H 7.011887 -1.301613 -5.099479 0.2 0.1 -0.2 0.024
H 5.367286 -4.218339 -5.054947 0.1 0.0 0.0 0.054
H 5.022460 -2.670600 -5.362595 0.2 0.1 -0.2 0.068
H 7.677232 -3.673542 -2.581734 0.0 -0.1 0.0 0.066
H 8.097610 -3.851774 -4.135757 0.0 -0.1 0.0 0.064
H 4.559987 -2.349006 -2.991294 0.1 0.2 0.1 0.061
H 5.001439 -3.886566 -2.743207 0.0 0.0 0.1 0.060
C 2.547248 -4.220940 -0.402027 0.0 0.0 0.0 -0.336
O 2.317600 -3.134247 -0.893185 -0.1 -0.3 -0.2 -0.001
N 2.295935 -4.519765 0.885296 0.0 -0.1 0.1 -0.189
C 2.562713 -5.824450 1.442211 -0.1 0.2 0.1 -0.070
C 1.732594 -3.471481 1.732248 0.1 -0.1 -0.3 -0.036
H 2.978974 -5.059983 -0.977425 0.0 0.0 0.0 0.131
H 1.637828 -6.269208 1.821901 0.0 -0.1 0.0 0.079
H 3.278755 -5.745562 2.264164 0.0 -0.1 0.0 0.087
H 2.978512 -6.479152 0.678139 0.0 0.0 0.0 0.079
H 0.784852 -3.127682 1.318201 0.0 0.1 0.1 0.091
H 2.413490 -2.622485 1.767164 -0.1 0.1 0.1 0.103
H 1.573880 -3.847513 2.734982 0.0 -0.1 0.0 0.060
C -1.504355 -0.075623 -0.433448 0.0 0.0 0.1 -0.357
O -1.313941 -0.643696 0.630084 -0.1 -0.1 0.0 -0.001
N -1.273005 -0.593048 -1.646137 -0.2 0.1 -0.1 -0.174
C -1.560425 0.150957 -2.855248 0.0 -0.4 -0.1 -0.068
C -0.701819 -1.924361 -1.753759 0.1 0.1 0.3 -0.029
H -1.910204 0.950547 -0.482824 0.1 0.0 0.0 0.116
H -2.279989 -0.398091 -3.472920 0.0 0.0 0.0 0.087
H -0.641693 0.296765 -3.417875 0.0 0.1 -0.1 0.085
H -1.971493 1.122692 -2.607680 0.0 0.1 0.0 0.057
H -1.349496 -2.648821 -1.254519 0.0 0.0 0.0 0.089
H 0.277444 -1.942972 -1.276024 0.0 -0.1 0.0 0.072
H -0.590019 -2.194352 -2.800423 0.0 0.1 0.0 0.088
C -0.096996 -2.247161 5.014217 -0.1 0.1 0.0 -0.363
O 0.584932 -2.132706 4.015976 0.1 0.0 0.1 0.016
N -1.435562 -2.117114 5.033287 -0.1 -0.1 0.2 -0.197
C -2.207823 -2.271729 6.249519 -0.1 0.1 -0.3 -0.069
C -2.122259 -1.807681 3.783206 0.2 0.1 0.0 -0.034
H 0.333378 -2.479431 6.006898 0.0 0.0 0.0 0.132
H -2.926011 -3.083596 6.126813 -0.1 0.0 0.1 0.068
H -2.748668 -1.345832 6.458172 0.0 0.0 0.1 0.089
H -1.552735 -2.495089 7.090794 0.1 0.0 0.0 0.082
H -1.930427 -2.585552 3.046522 0.0 0.0 -0.1 0.088
H -1.756569 -0.864516 3.376503 0.0 -0.1 -0.1 0.086
H -3.190872 -1.743035 3.966440 0.0 -0.1 0.1 0.088
C -0.360437 3.725439 -2.958060 0.1 0.1 0.1 -0.339
O 0.014530 2.578746 -2.818062 -0.1 0.1 0.1 0.011
N -0.029080 4.503235 -4.006020 -0.1 0.2 0.0 -0.196
C -0.501618 5.864496 -4.132262 0.1 -0.2 -0.1 -0.065
C 0.838190 3.942139 -5.033035 0.0 -0.1 0.1 -0.032
H -1.009109 4.235830 -2.223221 0.0 0.0 0.0 0.132
H -1.084662 5.978834 -5.049348 0.0 0.1 0.0 0.085
H 0.344056 6.555658 -4.163161 0.0 0.1 0.0 0.087
H -1.133317 6.118636 -3.283038 0.0 0.0 0.0 0.076
H 0.371464 3.062813 -5.477724 0.1 0.0 0.0 0.092
H 1.789719 3.633970 -4.598500 0.0 -0.1 -0.1 0.076
H 1.015102 4.687846 -5.804294 0.0 0.0 0.0 0.083
C -4.257704 3.639623 -0.850658 0.1 0.0 -0.1 -0.355
O -4.371856 4.745788 -1.355185 0.0 0.0 0.0 -0.011
N -4.600412 3.331172 0.409197 -0.1 -0.2 0.0 -0.188
C -4.428857 1.993633 0.942542 -0.1 0.3 0.1 -0.052
C -5.152745 4.382523 1.252396 0.1 -0.1 -0.3 -0.037
H -3.846411 2.779852 -1.407979 0.0 0.0 0.0 0.125
H -5.391683 1.586383 1.259237 0.0 -0.1 0.0 0.089
H -3.752289 2.020480 1.798302 0.0 -0.1 0.0 0.096
H -4.003561 1.344789 0.181384 0.0 0.0 0.0 0.063
H -6.064751 4.772770 0.796140 0.0 0.0 0.1 0.094
H -4.440020 5.197518 1.339190 -0.1 0.0 0.1 0.057
H -5.379561 3.985456 2.238769 0.0 -0.1 0.0 0.088
C -2.216392 -5.287980 4.718841 0.1 0.1 0.0 -0.347
O -3.271182 -4.800899 4.359274 -0.1 -0.1 0.0 0.018
N -1.955161 -6.608179 4.753410 0.1 -0.1 0.0 -0.193
C -0.674492 -7.125423 5.191457 -0.2 -0.1 -0.1 -0.055
C -2.993528 -7.533048 4.333455 0.0 0.2 0.0 -0.042
H -1.368191 -4.669451 5.055650 0.0 0.0 0.0 0.123
H -0.204112 -7.697601 4.389219 0.1 0.0 0.0 0.088
H -0.806827 -7.775826 6.058885 0.1 0.0 0.0 0.087
H -0.016422 -6.303674 5.465892 0.0 0.0 0.0 0.084
H -3.277632 -7.333629 3.299938 0.0 0.0 0.0 0.094
H -3.879199 -7.411449 4.958017 0.0 0.0 0.0 0.091
H -2.627294 -8.552993 4.418164 0.0 0.0 0.0 0.084
C -4.576553 8.266975 1.718654 0.0 0.0 -0.1 -0.340
O -4.168675 7.146910 1.958875 0.0 0.2 0.3 0.000
N -4.299106 8.936835 0.587082 0.0 0.2 0.0 -0.195
C -4.803926 10.269424 0.334057 0.1 -0.2 -0.1 -0.064
C -3.463768 8.282880 -0.412427 -0.1 -0.1 0.1 -0.028
H -5.222354 8.828573 2.415752 0.0 0.0 0.0 0.133
H -5.422528 10.273391 -0.565892 0.0 0.1 0.0 0.088
H -3.974964 10.966834 0.195431 -0.1 0.1 0.0 0.088
H -5.407108 10.605189 1.175198 0.0 0.0 0.0 0.079
H -3.926749 7.351184 -0.742154 0.1 0.0 0.0 0.082
H -2.489605 8.044100 0.015269 0.0 0.0 0.0 0.096
H -3.333083 8.946299 -1.263754 0.0 0.1 0.0 0.085
```
Forces are in eV/Å.

Its HOMO energy is -4.370 eV. The calculation puts the maximum force at 0.9 eV/A. The energy above the lowest of the compared OMol25 structures with the same formula, charge and spin is 0.0 kcal/mol. For the lowest unoccupied orbital energy, the calculation gives 1.69 eV. As for the net charge: -1. As for the HOMO-LUMO gap: 6.1 eV.